Entry 1:
A molecular structure, C28H38BaN3O12 in a non-equilibrium geometry. Source: the Open Molecules 2025 dataset; level of theory: ωB97M-V with the def2-TZVPD basis set.

The total energy comes out at -2181.890043 Eh. Its spin multiplicity is 1. The charge is +1.

Cartesian coordinates (Å):
Ba: -18.9769 2.4222 -11.7546
C: -19.2091 0.7374 -7.1776
C: -19.0367 1.1901 -8.6769
O: -18.0451 1.9224 -8.9898
O: -19.8211 0.7890 -9.5640
H: -18.8981 -0.3046 -7.1032
H: -20.2372 0.8914 -6.8499
H: -18.4860 1.3570 -6.6473
C: -24.4397 1.0990 -8.0777
C: -23.4581 0.8117 -7.1713
C: -23.5070 1.2535 -5.8585
C: -24.5799 2.0574 -5.4682
C: -25.5504 2.4251 -6.4081
C: -25.4607 1.9887 -7.7379
N: -24.7634 2.5324 -4.0634
O: -25.3377 3.5970 -3.8666
O: -24.4638 1.7958 -3.0945
H: -24.2988 0.8405 -9.1168
H: -22.6214 0.2123 -7.4983
H: -22.7277 0.9756 -5.1643
H: -26.3431 3.1138 -6.1556
H: -26.2195 2.2858 -8.4467
C: -16.4217 1.8675 -4.7300
C: -16.1958 0.6234 -5.2766
C: -16.1826 -0.5290 -4.5200
C: -16.3597 -0.4369 -3.1088
C: -16.6370 0.8714 -2.5515
C: -16.6683 1.9771 -3.3588
N: -16.3100 -1.6647 -2.2604
O: -16.2935 -1.5982 -1.0661
O: -16.2938 -2.7890 -2.8210
H: -16.6047 2.7070 -5.3843
H: -16.1546 0.5685 -6.3544
H: -15.9971 -1.4740 -5.0088
H: -16.7683 1.0359 -1.4923
H: -16.7821 2.9837 -2.9843
C: -20.2956 2.4405 -2.8517
C: -21.2887 3.2660 -2.3395
C: -22.0833 4.0868 -3.1843
C: -21.8725 4.0359 -4.5841
C: -20.7971 3.3102 -5.0931
C: -20.0738 2.4670 -4.2165
N: -22.6692 4.8806 -5.4796
O: -23.4807 5.7052 -5.0393
O: -22.4904 4.7373 -6.6912
H: -19.6746 1.8143 -2.2284
H: -21.6940 3.1736 -1.3428
H: -22.9053 4.6815 -2.8140
H: -20.6293 3.2586 -6.1587
H: -19.3860 1.7842 -4.6930
C: -17.7689 5.0472 -9.3414
O: -18.6316 5.0204 -10.4591
C: -19.8112 5.8036 -10.3643
C: -20.9428 5.0952 -9.5791
O: -21.3616 3.9893 -10.4226
C: -22.3155 3.1725 -9.8045
H: -16.9055 4.3929 -9.4615
H: -18.2182 4.7538 -8.3926
H: -17.3735 6.0630 -9.3430
H: -20.1865 6.0005 -11.3685
H: -19.5443 6.7756 -9.9494
H: -21.7977 5.7614 -9.4631
H: -20.6045 4.9118 -8.5593
H: -22.6621 2.4442 -10.5376
H: -23.1695 3.8013 -9.5527
H: -21.9121 2.6354 -8.9461
C: -18.6257 -0.5570 -14.0439
O: -19.4187 0.0262 -12.9693
C: -20.6639 -0.5342 -12.8071
C: -21.6678 0.4083 -13.5237
O: -21.5223 1.6975 -13.0142
C: -22.4429 2.7117 -13.4418
H: -18.7117 -1.6426 -14.0914
H: -17.6637 -0.1074 -13.7979
H: -19.0450 -0.1131 -14.9468
H: -20.8212 -0.5345 -11.7285
H: -20.7609 -1.5680 -13.1388
H: -22.6951 0.0570 -13.4263
H: -21.4866 0.4799 -14.5962
H: -22.3740 3.0499 -14.4757
H: -22.2469 3.6604 -12.9422
H: -23.4568 2.3331 -13.3118

Entry 2:
A molecular structure, C28H38Cl2KN4O9S2Sb. Source: the Open Molecules 2025 dataset; level of theory: ωB97M-V with the def2-TZVPD basis set.

The total energy comes out at -4542.994046 Eh. Its spin multiplicity is 1. The charge is -2.

Cartesian coordinates (Å):
K: 0.1562 -0.0484 0.6837
C: -4.5746 -0.6723 -2.3760
N: -3.3509 -1.4353 -2.5322
C: -3.1387 -2.5043 -1.5641
C: -2.3446 -0.9187 -3.2853
O: -2.4831 0.0472 -4.0205
C: -1.0047 -1.6238 -3.1277
O: -0.0208 -0.9409 -3.8677
C: 1.2499 -0.8739 -3.2362
C: 1.5135 0.4711 -2.5547
O: 1.9071 0.5118 -1.3899
N: 1.3221 1.6035 -3.2700
C: 1.0709 1.6121 -4.7001
C: 1.5683 2.8814 -2.6227
H: -5.4386 -1.3338 -2.4804
H: -4.6081 0.0948 -3.1436
H: -4.6068 -0.2007 -1.3898
H: -4.1061 -2.9572 -1.3445
H: -2.7085 -2.1438 -0.6283
H: -2.4911 -3.2801 -1.9673
H: -1.0894 -2.6593 -3.4836
H: -0.7403 -1.6846 -2.0669
H: 2.0153 -1.0436 -4.0007
H: 1.3625 -1.6302 -2.4607
H: 0.3706 0.8304 -4.9750
H: 1.9989 1.5014 -5.2748
H: 0.6268 2.5719 -4.9614
H: 1.4537 2.7846 -1.5481
H: 0.8426 3.6108 -2.9808
H: 2.5785 3.2471 -2.8388
Cl: -3.5684 5.5263 4.7725
C: -2.4170 4.5616 3.8601
C: -1.9932 3.3298 4.3821
C: -1.1015 2.5747 3.6815
Cl: -0.5959 1.0415 4.3211
C: -0.5536 2.9507 2.3848
O: 0.2346 2.2017 1.7754
C: -1.0226 4.2331 1.9145
C: -0.6002 4.8251 0.6564
O: 0.2167 4.4273 -0.1491
C: -1.9397 4.9951 2.6576
H: -2.3767 2.9746 5.3296
H: -1.0651 5.8283 0.4930
H: -2.2727 5.9457 2.2546
O: 2.5160 -4.1707 0.2359
S: 1.0649 -3.8118 0.2693
N: 0.6058 -2.5189 -0.2433
O: -3.7294 0.6108 1.5293
C: -3.1705 -0.2923 2.1395
N: -2.1141 -1.0178 1.7081
S: -1.7473 -2.2260 2.7017
O: -2.1454 -3.5096 2.1720
O: -0.3922 -2.1259 3.1929
C: -2.8889 -1.7764 3.9948
C: -3.0938 -2.3145 5.2491
C: -4.0642 -1.7217 6.0498
C: -4.7980 -0.6291 5.5912
C: -4.5791 -0.1077 4.3213
C: -3.6120 -0.7000 3.5309
H: -2.5115 -3.1578 5.5978
H: -4.2474 -2.1079 7.0456
H: -5.5410 -0.1782 6.2386
H: -5.1274 0.7469 3.9457
C: 7.0844 -3.0091 -0.0221
C: 5.6696 -3.4612 -0.3658
Sb: 4.1990 -1.9605 -0.9551
C: 5.5999 -0.3422 -1.4676
C: 6.2907 0.4715 -0.3785
C: 3.6933 -1.2344 1.0112
C: 4.7064 -1.4833 2.1224
H: 7.7511 -3.8620 0.1521
H: 7.0991 -2.3976 0.8806
H: 7.5258 -2.4117 -0.8240
H: 5.2021 -3.9915 0.4652
H: 5.6919 -4.1718 -1.1962
H: 4.9833 0.3240 -2.0789
H: 6.3362 -0.7825 -2.1494
H: 5.5642 0.8855 0.3227
H: 6.8520 1.3144 -0.7977
H: 6.9930 -0.1339 0.1966
H: 2.7549 -1.7244 1.2641
H: 3.4822 -0.1676 0.8971
H: 4.8965 -2.5514 2.2460
H: 4.3276 -1.1098 3.0786
H: 5.6620 -0.9926 1.9330

Entry 3:
A molecular structure, C28H38Cl61IO5P2Ta in a non-equilibrium geometry. Source: the Open Molecules 2025 dataset; level of theory: ωB97M-V with the def2-TZVPD basis set.

The total energy comes out at -30574.932429 Eh. Its spin multiplicity is 1. The charge is -1.

Cartesian coordinates (Å):
C: -2.5861 3.9370 1.2330
C: -3.3653 2.6777 1.4497
O: -4.2652 2.5142 2.2941
O: -3.0346 1.7149 0.5419
C: -3.4769 0.3995 0.8040
O: -4.2475 -0.0858 -0.0384
C: -2.9406 -0.3234 1.9806
Ta: -0.8706 0.1398 2.8841
C: -0.4969 -2.1340 3.1397
C: 0.9563 -2.5420 2.7899
C: 1.0117 -3.2796 1.4584
Cl: 2.4986 -2.9640 0.5167
P: 0.3538 0.2622 0.6435
C: 0.9040 2.0096 0.3717
O: -0.6741 -0.0864 -0.6441
P: -2.0094 0.1922 5.2478
O: -2.3255 1.7870 5.6156
I: -0.4463 -0.6531 6.9686
H: -2.6498 4.5424 2.1296
H: -1.5568 3.6624 1.0194
H: -2.9836 4.4512 0.3565
H: -3.5938 -0.1099 2.8342
H: -3.0504 -1.3848 1.7690
H: -1.1821 1.9742 2.9059
H: 0.7563 0.5071 3.6990
H: -0.6606 -2.3873 4.1887
H: -1.2108 -2.6559 2.5024
H: 1.6571 -1.7104 2.7756
H: 1.3155 -3.2148 3.5738
H: 0.9651 -4.3540 1.6115
H: 0.1580 -3.0175 0.8352
H: 0.1708 2.5815 -0.1947
H: 1.8467 2.0180 -0.1799
H: 1.0828 2.4440 1.3501
H: -0.2083 0.1340 -1.4625
H: -1.4949 2.2736 5.5130
C: -2.3283 3.2879 -3.3635
Cl: -2.3024 1.8495 -2.3686
Cl: -1.8146 4.7012 -2.4409
Cl: -1.3147 3.1064 -4.8119
H: -3.3470 3.4568 -3.6864
C: 5.6810 -2.8311 -2.4026
Cl: 4.7492 -1.7482 -1.3813
Cl: 6.5024 -1.9408 -3.6909
Cl: 6.8386 -3.7620 -1.4459
H: 4.9951 -3.5270 -2.8663
C: 3.8847 3.6303 2.2623
Cl: 2.5489 3.4308 3.3888
Cl: 4.5932 2.0626 1.8578
Cl: 3.3684 4.4591 0.7941
H: 4.6499 4.2310 2.7359
C: -6.0260 -0.5766 -2.3029
Cl: -5.9462 -2.2806 -2.7677
Cl: -5.1253 0.4192 -3.4441
Cl: -7.7052 -0.0396 -2.2059
H: -5.5732 -0.4704 -1.3218
C: 6.0180 -5.2398 -5.9747
Cl: 7.1927 -5.3824 -4.6674
Cl: 4.4390 -4.7409 -5.3598
Cl: 6.5869 -4.1219 -7.2144
H: 5.8999 -6.2147 -6.4272
C: -1.6230 -5.6904 -0.4507
Cl: -0.0550 -5.5356 -1.2464
Cl: -1.4284 -6.2061 1.2276
Cl: -2.5206 -4.1771 -0.5438
H: -2.1812 -6.4574 -0.9766
C: -2.7679 4.7929 6.3742
Cl: -4.0612 5.8545 6.9443
Cl: -1.9607 5.4878 4.9662
Cl: -1.6073 4.4648 7.6592
H: -3.2058 3.8467 6.0764
C: -2.5361 4.6511 -8.1026
Cl: -2.3977 3.6159 -9.5248
Cl: -1.6747 6.1710 -8.3467
Cl: -4.2288 4.9530 -7.7061
H: -2.0740 4.1375 -7.2705
C: -6.6867 -1.1280 3.9804
Cl: -5.9710 0.3693 3.4154
Cl: -5.5403 -2.4700 3.8889
Cl: -7.3028 -0.9586 5.6332
H: -7.5257 -1.3657 3.3405
C: -8.7859 3.4701 3.0483
Cl: -8.0100 2.4463 1.8488
Cl: -10.5139 3.6537 2.7006
Cl: -8.5482 2.8496 4.6795
H: -8.3328 4.4505 2.9942
C: -2.5119 -1.1005 -7.1607
Cl: -3.6495 -2.0045 -6.1724
Cl: -2.1148 0.4573 -6.4249
Cl: -1.0428 -2.0391 -7.4496
H: -2.9752 -0.9078 -8.1187
C: 4.7468 -7.7065 -9.0849
Cl: 6.2985 -7.3726 -9.8525
Cl: 4.9836 -8.4207 -7.4858
Cl: 3.7705 -6.2454 -8.9772
H: 4.2162 -8.4256 -9.6935
C: 5.4208 -5.8852 2.9329
Cl: 4.0088 -6.4729 3.8132
Cl: 5.9699 -4.3384 3.5690
Cl: 6.7218 -7.0828 2.9790
H: 5.1348 -5.7381 1.9003
C: 5.7459 8.0764 0.2919
Cl: 7.1988 7.3963 -0.4488
Cl: 4.4127 8.0929 -0.8644
Cl: 5.3045 7.1774 1.7384
H: 5.9589 9.0974 0.5773
C: -1.3095 -4.1957 8.4930
Cl: -2.2294 -4.1397 6.9933
Cl: -1.7811 -5.6060 9.4578
Cl: 0.4248 -4.2048 8.1815
H: -1.5410 -3.3072 9.0655
C: 4.1757 -3.2049 7.7915
Cl: 3.0156 -2.0599 8.4612
Cl: 4.2487 -4.6657 8.7927
Cl: 3.7856 -3.6238 6.1285
H: 5.1557 -2.7486 7.8079
C: -6.5348 4.6991 -2.2560
Cl: -6.5138 3.2219 -1.3103
Cl: -5.9749 6.0765 -1.3055
Cl: -5.5531 4.5177 -3.7187
H: -7.5531 4.8921 -2.5646
C: 10.1948 8.3019 -2.7134
Cl: 10.1633 6.7516 -1.8765
Cl: 10.6348 9.6041 -1.6079
Cl: 11.2898 8.2517 -4.0950
H: 9.1976 8.5010 -3.0826
C: -3.4785 -9.3172 -2.9246
Cl: -3.4044 -10.0751 -4.5152
Cl: -2.3539 -7.9597 -2.8241
Cl: -5.1195 -8.8006 -2.5456
H: -3.1786 -10.0511 -2.1892
C: 5.5255 4.1513 -3.1263
Cl: 6.4813 3.1823 -4.2540
Cl: 3.9025 4.4332 -3.7612
Cl: 5.4482 3.4022 -1.5389
H: 6.0113 5.1122 -3.0199

Entry 4:
A molecular structure, C28H38CoF5N4O3P3. Source: the Open Molecules 2025 dataset; level of theory: ωB97M-V with the def2-TZVPD basis set.

The total energy comes out at -4440.573181 Eh. Its spin multiplicity is 5. The expectation value of S² is 6.0150. The charge is +1.

Cartesian coordinates (Å):
Co: 0.1363 -0.3495 -0.6569
C: -0.6444 -3.7273 4.1505
C: -0.1863 -3.8042 2.8419
C: -0.7902 -3.0529 1.8452
C: -1.8633 -2.2172 2.1504
C: -2.3247 -2.1505 3.4637
C: -1.7173 -2.9026 4.4567
P: -2.5705 -1.1049 0.9106
C: -4.3309 -1.0182 1.2961
C: -5.0499 -2.1697 1.6214
C: -6.4071 -2.0918 1.8778
C: -7.0569 -0.8653 1.8118
C: -6.3494 0.2811 1.4864
C: -4.9887 0.2050 1.2279
C: -2.3709 -1.9405 -0.6994
C: -3.3822 -2.6708 -1.3140
C: -3.1398 -3.2872 -2.5330
C: -1.8936 -3.1735 -3.1276
C: -0.9026 -2.4045 -2.5297
C: -1.1205 -1.7411 -1.3219
H: -0.1749 -4.3168 4.9261
H: 0.6359 -4.4627 2.5935
H: -0.4546 -3.1532 0.8187
H: -3.1580 -1.5070 3.7170
H: -2.0867 -2.8442 5.4713
H: -4.5415 -3.1239 1.6911
H: -6.9596 -2.9855 2.1345
H: -8.1170 -0.8055 2.0175
H: -6.8537 1.2364 1.4359
H: -4.4426 1.1017 0.9673
H: -4.3533 -2.7722 -0.8475
H: -3.9227 -3.8581 -3.0144
H: -1.7009 -3.6629 -4.0735
H: 0.0501 -2.2889 -3.0354
C: 3.5277 0.1140 -4.3388
N: 4.0896 -0.0149 -2.9962
C: 5.5221 0.2404 -2.9130
P: 3.1328 0.0999 -1.6932
O: 1.7675 -0.4284 -1.9887
O: 3.0461 1.6871 -1.2979
P: 1.7259 2.3514 -0.6326
O: 0.9502 1.2852 0.0809
N: 2.3178 3.5189 0.3205
C: 3.7239 3.8375 0.5191
C: 1.4155 4.0160 1.3634
N: 0.8322 3.0510 -1.8081
C: -0.1982 2.3283 -2.5446
C: 1.4703 4.0967 -2.6069
N: 3.8893 -0.5601 -0.4043
C: 4.2794 0.1969 0.7810
C: 3.6107 -1.9742 -0.1446
H: 4.0312 -0.5893 -5.0024
H: 3.6713 1.1252 -4.7301
H: 2.4674 -0.1234 -4.3209
H: 6.0420 -0.4232 -3.6046
H: 5.8807 0.0365 -1.9070
H: 5.7560 1.2751 -3.1792
H: 4.3191 3.4859 -0.3193
H: 4.1055 3.3933 1.4428
H: 3.8325 4.9209 0.5887
H: 0.3776 3.8841 1.0610
H: 1.5980 5.0801 1.5122
H: 1.5754 3.4844 2.3036
H: -0.7354 1.6373 -1.8926
H: 0.2100 1.7838 -3.4009
H: -0.9381 3.0471 -2.8975
H: 2.1442 4.6838 -1.9863
H: 0.7006 4.7617 -2.9978
H: 2.0288 3.6730 -3.4477
H: 4.7344 1.1430 0.4996
H: 5.0233 -0.3835 1.3265
H: 3.4294 0.3844 1.4452
H: 3.2688 -2.4680 -1.0521
H: 2.8381 -2.0838 0.6229
H: 4.5208 -2.4673 0.1977
F: -1.5822 1.6689 0.8050
C: -1.7469 0.8450 1.8884
F: -0.5121 0.3465 2.1919
C: -2.1775 1.7089 3.0685
F: -1.2611 2.6552 3.3665
F: -3.3254 2.3372 2.8030
F: -2.3466 0.9598 4.1592

Entry 5:
A molecular structure, C28H38N4O6PPdS4Te. Source: the Open Molecules 2025 dataset; level of theory: ωB97M-V with the def2-TZVPD basis set.

The total energy comes out at -4090.109990 Eh. Its spin multiplicity is 1. The charge is +1.

Cartesian coordinates (Å):
Pd: 0.5658 -0.6628 -0.5953
C: 0.5905 -4.0909 -3.0900
C: 0.9524 -2.6594 -2.7880
N: 0.1063 -2.0219 -1.9276
N: -1.1465 -2.5157 -1.9574
C: -2.0676 -1.9354 -1.3128
S: -1.7019 -0.6096 -0.1943
S: -3.7745 -2.2602 -1.5431
C: -3.7772 -2.4290 -3.3588
C: -3.5066 -1.1037 -4.0137
C: -4.5418 -0.1979 -4.2298
C: -4.2846 1.0499 -4.7770
C: -2.9850 1.4101 -5.1129
C: -1.9476 0.5105 -4.9112
C: -2.2086 -0.7416 -4.3688
C: 2.0306 -2.0313 -3.3997
C: 2.9174 -2.7933 -4.2444
C: 3.8591 -2.2174 -5.0178
C: 3.9925 -0.7936 -5.0295
C: 3.2037 -0.0166 -4.2591
C: 2.2146 -0.5771 -3.3595
O: 1.5677 0.1926 -2.6268
H: 0.0957 -4.5396 -2.2343
H: 1.4700 -4.6763 -3.3296
H: -0.0926 -4.1472 -3.9393
H: -4.7718 -2.8117 -3.5885
H: -3.0467 -3.1854 -3.6353
H: -5.5566 -0.4709 -3.9631
H: -5.0998 1.7415 -4.9463
H: -2.7853 2.3822 -5.5449
H: -0.9346 0.7747 -5.1884
H: -1.3977 -1.4464 -4.2301
H: 2.8342 -3.8681 -4.2696
H: 4.5078 -2.8246 -5.6336
H: 4.7450 -0.3398 -5.6636
H: 3.2978 1.0612 -4.2406
S: 2.8940 -1.6864 -0.3590
C: 3.4399 -0.5399 0.7489
N: 3.0389 -0.4650 2.0037
C: 3.4412 0.7150 2.7528
C: 4.7078 1.2370 2.0702
S: 4.5934 0.6822 0.3416
H: 2.2135 -1.0117 2.2578
H: 3.6441 0.4493 3.7893
H: 2.6338 1.4519 2.7296
H: 5.6069 0.8195 2.5186
H: 4.7696 2.3216 2.1028
O: -1.5168 -2.1375 2.9254
C: -0.2565 -1.8451 3.2271
O: 0.6215 -1.8560 2.4002
C: -0.0382 -1.4449 4.6807
N: -1.2726 -1.6213 5.4606
C: -1.5809 -0.3630 6.1760
C: -0.2864 0.4440 6.1403
C: 0.3053 0.0531 4.7886
H: 0.7837 -2.0505 5.0674
H: -1.2040 -2.4024 6.0961
H: -1.9924 -2.0865 3.7907
H: -1.9304 -0.5753 7.1845
H: -2.3814 0.1684 5.6554
H: 0.3767 0.1288 6.9488
H: -0.4519 1.5165 6.2396
H: 1.3771 0.2298 4.7089
H: -0.1801 0.6091 3.9808
C: 0.7341 5.2038 1.7888
C: 1.4329 4.1548 0.9617
O: 0.4767 3.4591 0.0985
P: -0.1594 2.0825 0.4550
O: 0.8476 0.9826 0.7152
Te: -1.4794 1.5045 -1.5325
O: -1.0028 2.3774 1.7416
C: -2.2022 1.7823 2.3148
C: -3.4672 2.2419 1.6346
H: 1.4794 5.8289 2.2822
H: 0.0975 4.7545 2.5494
H: 0.1247 5.8434 1.1509
H: 1.9467 3.4132 1.5746
H: 2.1532 4.5897 0.2745
H: -2.1790 2.1182 3.3491
H: -2.0945 0.6966 2.3002
H: -3.4872 3.3292 1.5575
H: -4.3193 1.9279 2.2394
H: -3.5814 1.8136 0.6420